Entry 1:
ORCA calculation (wB97M-V/def2-TZVPD) on an isolated ion of composition C6H17N2O2 and charge +1.

Summary:
**DFT total energy**: -13563.9867 eV
**Charge**: +1
**Kohn-Sham gap**: 11.6 eV
**Energy relative to the best compared isomer or geometry (same formula, charge and spin)**: 83.4 kcal per mole
**SMILES**: COC(N)(C[NH+](C)C)OC

Geometry as XYZ:
```
27
C6H17N2O2 | the OMol25 dataset | wB97M-V/def2-TZVPD
C -1.874 1.176 0.640
C -2.878 -0.770 -0.269
C 2.534 -1.659 0.703
C 2.084 1.868 -0.022
C -0.434 -0.891 0.449
C 0.893 -0.249 -0.423
N -1.526 -0.017 -0.127
N 0.473 0.016 -1.771
O 2.073 -0.965 -0.469
O 1.009 1.018 0.341
H -1.136 2.044 0.360
H -2.841 1.513 0.405
H -1.782 0.933 1.693
H -3.255 -0.972 0.839
H -3.601 -0.117 -0.852
H -2.601 -1.799 -0.821
H 2.380 -0.894 1.564
H 3.614 -1.961 0.498
H 1.909 -2.578 0.788
H 2.448 2.329 0.934
H 1.789 2.563 -0.751
H 2.904 1.354 -0.354
H -0.610 -1.954 0.389
H 0.062 -0.481 1.355
H -1.109 -0.035 -1.092
H 0.810 -0.721 -2.376
H 0.727 0.948 -2.024
```


Entry 2:
ORCA calculation (wB97M-V/def2-TZVPD) on a 3-piece molecular cluster, C6H17N2O2 overall.

Summary:
**DFT total energy**: -13565.5186 eV
**Charge**: +1
**Kohn-Sham gap**: 9.1 eV
**Energy relative to the best compared isomer or geometry (same formula, charge and spin)**: 48.0 kcal per mole

Geometry as XYZ:
```
27
C6H17N2O2 | the OMol25 dataset | wB97M-V/def2-TZVPD
C -0.925 -2.001 -1.917
C -0.432 -0.893 -1.007
C 0.507 -1.443 0.090
C 1.258 -0.388 0.794
C 0.705 0.465 1.665
N 1.398 1.281 2.535
C 2.148 2.266 2.216
N 0.356 0.126 -1.825
H -1.635 -1.586 -2.700
H -1.575 -2.709 -1.353
H -0.137 -2.616 -2.381
H -1.293 -0.324 -0.537
H 1.161 -2.226 -0.303
H -0.131 -2.012 0.869
H 2.366 -0.413 0.598
H -0.325 0.391 1.917
H 2.686 2.792 3.050
H 2.357 2.623 1.234
H 1.234 -0.274 -2.230
H -0.169 0.470 -2.627
H 0.610 0.916 -1.277
H -2.967 -0.120 1.934
H -2.564 -1.580 1.441
O -2.342 -0.641 1.353
H -0.959 2.295 0.205
H -0.737 3.255 -0.998
O -0.596 2.348 -0.746
```


Entry 3:
ORCA calculation (wB97M-V/def2-TZVPD) on a 2-piece molecular cluster, C6H17N4O overall.

Summary:
**DFT total energy**: -14492.7833 eV
**Charge**: +1
**Kohn-Sham gap (alpha / beta)**: 7.6 / 7.6 eV
**Energy relative to the best compared isomer or geometry (same formula, charge and spin)**: 192.9 kcal per mole

Geometry as XYZ:
```
28
C6H17N4O | the OMol25 dataset | wB97M-V/def2-TZVPD
C -0.185 4.834 -0.274
C 1.052 -3.705 1.641
C -1.062 -0.681 -1.283
C 0.557 -3.588 0.257
C -0.312 -2.041 -1.237
C -0.763 1.750 -0.421
N -0.435 5.265 0.822
N 0.627 2.323 1.342
N 0.295 2.528 0.006
N -0.136 0.412 -0.755
O 0.080 -2.332 0.060
H 0.289 4.655 -1.178
H 1.387 -4.665 1.920
H 1.938 -3.010 1.939
H 0.158 -3.204 2.250
H -1.975 -0.860 -0.724
H -1.221 -0.355 -2.353
H -0.123 -4.395 -0.036
H 1.427 -3.909 -0.403
H -1.073 -2.837 -1.750
H 0.434 -2.253 -1.953
H -1.126 2.290 -1.363
H -1.509 1.683 0.284
H -0.602 6.204 1.148
H 1.534 2.744 1.495
H -0.118 2.414 1.972
H 0.550 0.771 -1.535
H 0.315 -0.038 0.129
```


Entry 4:
ORCA calculation (wB97M-V/def2-TZVPD) on a 2-piece molecular cluster, C6H17N4O overall.

Summary:
**DFT total energy**: -14500.4154 eV
**Charge**: +1
**Kohn-Sham gap**: 11.1 eV
**Energy relative to the best compared isomer or geometry (same formula, charge and spin)**: 16.9 kcal per mole

Geometry as XYZ:
```
28
C6H17N4O | the OMol25 dataset | wB97M-V/def2-TZVPD
C -1.002 2.674 -0.703
C 0.437 3.104 -0.735
C -1.304 1.550 -1.656
O -1.775 0.485 -1.227
N -1.086 1.641 -2.989
H -1.325 2.479 0.307
H -1.664 3.498 -1.067
H 0.785 3.916 -1.373
H 1.067 2.306 -1.157
H -1.189 0.810 -3.545
H -0.474 2.356 -3.361
H 0.874 3.459 0.198
C 1.156 -1.780 2.230
C 1.406 -0.283 2.582
C -0.214 -2.327 0.171
N -0.090 -1.877 1.430
N 0.335 -3.567 -0.032
N -0.997 -1.893 -0.801
H 2.037 -2.175 1.685
H 0.984 -2.289 3.175
H 1.783 0.256 1.703
H 2.173 -0.182 3.335
H -0.743 -1.204 1.801
H 0.502 -3.991 0.866
H 0.112 -4.026 -0.895
H -1.330 -0.869 -0.951
H -0.883 -2.284 -1.726
H 0.424 0.213 2.736
```


Entry 5:
ORCA calculation (wB97M-V/def2-TZVPD) on a 2-piece molecular cluster, C6H17N4Si overall.

Summary:
**DFT total energy**: -20325.0853 eV
**Charge**: +1
**Kohn-Sham gap (alpha / beta)**: 7.6 / 8.4 eV
**Energy relative to the best compared isomer or geometry (same formula, charge and spin)**: 115.5 kcal per mole

Geometry as XYZ:
```
28
C6H17N4Si | the OMol25 dataset | wB97M-V/def2-TZVPD
C 2.424 -0.694 0.158
C 3.058 0.714 -0.208
C 2.048 1.727 0.121
C -1.746 -0.732 -1.973
C -1.750 -1.888 0.978
C -2.825 1.078 0.364
N 1.121 -0.795 0.179
N 0.770 1.325 -0.403
N 3.208 -1.736 0.263
N 0.263 0.186 -0.004
Si -1.532 -0.290 -0.137
H 4.043 0.978 0.321
H 3.218 0.448 -1.324
H 2.089 1.827 1.250
H 2.189 2.706 -0.205
H -2.524 0.031 -2.225
H -0.862 -0.316 -2.505
H -1.871 -1.741 -2.267
H -1.124 -1.797 1.925
H -2.840 -1.873 1.092
H -1.577 -2.819 0.534
H -2.654 1.581 1.288
H -2.919 1.843 -0.311
H -3.847 0.543 0.365
H 0.136 2.096 -0.382
H 4.068 -1.595 -0.159
H 2.674 -2.694 0.334
H -0.496 0.519 1.756
```


Entry 6:
ORCA calculation (wB97M-V/def2-TZVPD) on a 2-piece molecular cluster, C6H17N5 overall.

Summary:
**DFT total energy**: -13931.5497 eV
**Charge**: +2
**Kohn-Sham gap**: 9.6 eV
**Energy relative to the best compared isomer or geometry (same formula, charge and spin)**: 23.1 kcal per mole

Geometry as XYZ:
```
28
C6H17N5 | the OMol25 dataset | wB97M-V/def2-TZVPD
C -0.274 1.460 -2.640
C -1.444 -1.230 1.171
C -2.710 -1.750 0.677
C 0.703 0.897 1.168
C 3.167 -0.824 0.174
C 0.648 -0.403 0.480
N -1.376 -0.777 2.427
N -0.340 0.776 -1.417
N 1.755 -1.097 0.168
N -0.347 2.721 -2.917
N -0.463 -1.120 0.335
H -0.189 0.831 -3.498
H -3.404 -2.359 1.230
H -2.361 -2.334 -0.219
H -3.290 -0.984 0.198
H 0.772 0.714 2.181
H -0.238 1.432 1.182
H 1.595 1.432 0.961
H 3.373 -0.278 1.163
H 3.784 -1.772 0.309
H 3.579 -0.298 -0.630
H -2.131 -0.697 3.017
H -0.559 -0.234 2.806
H -0.871 -0.146 -1.285
H 1.533 -2.002 -0.295
H -0.150 3.030 -3.815
H -0.255 3.593 -2.316
H -0.506 1.417 -0.614
```


Entry 7:
ORCA calculation (wB97M-V/def2-TZVPD) on a 2-piece molecular cluster, C6H17NO overall.

Summary:
**DFT total energy**: -10033.5813 eV
**Charge**: -1
**Kohn-Sham gap (alpha / beta)**: 2.5 / 9.5 eV
**Energy relative to the best compared isomer or geometry (same formula, charge and spin)**: 12.9 kcal per mole
**Expectation value of S²**: 0.75
**Multiplicity**: 2

Geometry as XYZ:
```
25
C6H17NO | the OMol25 dataset | wB97M-V/def2-TZVPD
C -0.540 -2.351 1.659
C -0.606 -0.987 0.980
C -0.426 -1.109 -0.580
C 0.962 -0.776 -1.038
C 1.213 0.717 -1.368
C 0.241 1.400 -2.329
N -1.885 -0.335 1.318
H 0.411 -2.496 2.183
H -0.669 -3.269 1.081
H -1.392 -2.381 2.357
H 0.194 -0.414 1.450
H -1.185 -0.420 -0.967
H -0.702 -2.115 -0.904
H 1.228 -1.292 -1.964
H 1.708 -1.007 -0.271
H 2.232 0.842 -1.744
H 1.086 1.238 -0.409
H -0.823 1.361 -2.031
H 0.494 2.460 -2.422
H 0.075 0.871 -3.271
H -2.231 0.202 0.535
H -2.600 -0.995 1.607
H 1.810 3.457 2.233
H 0.482 3.557 1.539
O 0.925 3.840 2.356
```


Entry 8:
ORCA calculation (wB97M-V/def2-TZVPD) on a 2-piece molecular cluster, C6H17NO overall.

Summary:
**DFT total energy**: -10034.8095 eV
**Kohn-Sham gap**: 9.3 eV
**Energy relative to the best compared isomer or geometry (same formula, charge and spin)**: 17.8 kcal per mole
**SMILES**: CCCNCCC.O

Geometry as XYZ:
```
25
C6H17NO | the OMol25 dataset | wB97M-V/def2-TZVPD
C 0.125 0.784 -1.263
N 0.609 -0.193 -0.265
C -0.176 -1.427 -0.216
C 0.561 -2.489 0.576
C 0.327 -2.401 2.079
C 1.289 1.613 -1.801
C 1.278 3.079 -1.339
H -0.208 0.144 -2.073
H -0.675 1.408 -0.864
H 0.543 0.246 0.637
H -0.347 -1.758 -1.249
H -1.200 -1.227 0.116
H 1.623 -2.368 0.374
H 0.289 -3.493 0.257
H 0.368 -1.379 2.472
H -0.631 -2.800 2.419
H 1.076 -2.958 2.623
H 1.350 1.653 -2.891
H 2.232 1.181 -1.505
H 0.323 3.518 -1.604
H 2.064 3.649 -1.775
H 1.329 3.221 -0.253
H -3.011 1.038 2.482
H -3.778 0.162 1.429
O -3.036 0.751 1.570
```


Entry 9:
ORCA calculation (wB97M-V/def2-TZVPD) on C6H17NO as an isolated structure.

Summary:
**DFT total energy**: -10031.6039 eV
**Kohn-Sham gap**: 8.1 eV
**Energy relative to the best compared isomer or geometry (same formula, charge and spin)**: 91.7 kcal per mole

Geometry as XYZ:
```
25
C6H17NO | the OMol25 dataset | wB97M-V/def2-TZVPD
C 0.898 -0.726 1.589
C -1.100 -0.872 0.758
C 0.856 0.612 2.257
N 1.724 -0.831 0.509
O 0.862 -1.761 2.468
H 0.930 -2.602 1.996
H 1.757 -1.756 0.093
H 1.411 -0.145 -0.231
H 0.087 0.619 3.025
H -1.456 -0.907 1.788
H -1.003 -1.908 0.420
H -1.957 -0.381 0.291
H 1.821 0.823 2.724
H 0.650 1.382 1.515
C 0.043 0.572 -1.458
C -0.622 1.921 -1.199
C -0.668 -0.220 -2.550
H 1.071 0.773 -1.794
H -0.336 -0.118 -0.325
H -0.043 2.528 -0.500
H -1.680 -0.482 -2.229
H -0.750 0.342 -3.488
H -0.728 2.512 -2.116
H -1.622 1.783 -0.777
H -0.147 -1.156 -2.767
```


- Which of these has the lowest energy relative to the best compared isomer or geometry (same formula, charge and spin)?
  number 7